No. 1
This record from the Open Molecules 2025 dataset describes C26H19Cl3GeN3O3RuS2 as an isolated structure at a distorted geometry. The level of theory is ωB97M-V/def2-TZVPD.

Atoms and positions in Å:
1 Ru 0.65280 0.81962 0.92343
2 C -0.45667 1.73560 -2.11660
3 C -1.01729 2.60799 -1.04456
4 C -1.88394 3.65392 -1.42991
5 C -2.44865 4.45820 -0.49342
6 C -2.15089 4.25321 0.86814
7 C -2.72118 5.05279 1.88255
8 C -2.40350 4.83258 3.19293
9 C -1.49159 3.82284 3.53126
10 C -0.91344 3.02991 2.56336
11 S 0.30419 1.86643 2.99822
12 C -1.25189 3.21558 1.20004
13 N -0.71171 2.39212 0.22786
14 H -0.69219 2.13764 -3.09830
15 H -0.87987 0.73283 -2.05451
16 H 0.62418 1.65660 -2.03647
17 H -2.08303 3.79572 -2.48173
18 H -3.12179 5.25761 -0.77690
19 H -3.40763 5.83917 1.59907
20 H -2.84311 5.43810 3.97297
21 H -1.21355 3.66643 4.56535
22 O 1.74818 -0.27410 -3.03608
23 S 2.28847 -0.46307 -1.72139
24 O 3.15772 0.52913 -1.16799
25 N 0.95657 -0.51746 -0.64580
26 C -0.04070 -1.40154 -0.88185
27 C -0.09739 -2.35680 -1.91228
28 C -1.19063 -3.21246 -2.02832
29 C -2.24299 -3.15251 -1.14483
30 C -2.24582 -2.19822 -0.09640
31 C -3.29430 -2.07787 0.83472
32 C -3.22425 -1.11544 1.80780
33 C -2.10134 -0.28497 1.86005
34 N -1.09800 -0.38622 1.00227
35 C -1.15522 -1.32477 0.02759
36 C 3.05267 -2.04729 -1.64045
37 C 3.62987 -2.51296 -2.81629
38 C 4.28447 -3.73397 -2.79380
39 C 4.34227 -4.47168 -1.61930
40 C 3.75501 -3.99340 -0.45643
41 C 3.10675 -2.76843 -0.45837
42 H 0.69700 -2.41941 -2.63894
43 H -1.20839 -3.93135 -2.83521
44 H -3.08416 -3.82611 -1.24152
45 H -4.14305 -2.74684 0.77343
46 H -4.00757 -0.99468 2.54133
47 H -2.00078 0.47864 2.62243
48 H 3.56064 -1.92881 -3.72332
49 H 4.74384 -4.11126 -3.69672
50 H 4.85087 -5.42622 -1.60991
51 H 3.80088 -4.57180 0.45614
52 H 2.65563 -2.38854 0.44357
53 O 2.71714 3.01602 0.46468
54 C 2.05807 2.10581 0.56487
55 Cl 1.56424 -1.42105 5.19805
56 Ge 0.91234 -1.03053 3.18392
57 Cl 2.75050 -0.29836 2.10928
58 Cl 0.61222 -3.00634 2.28229

Values from the calculation:
HOMO energy (alpha / beta) in eV: -10.1 / -10.8
Energy relative to the best compared isomer or geometry (same formula, charge and spin) in kJ/mol: 144.47
F_max in eV/A: 1.23
Charge: +1
2S+1: 1

***

No. 2
This record from the Open Molecules 2025 dataset describes C26H19Cl44N3 as an isolated structure at a distorted geometry. The level of theory is ωB97M-V/def2-TZVPD.

Atoms and positions in Å:
1 N -3.11565 -0.78549 1.87704
2 C -2.61714 -0.08323 0.88423
3 C -2.21080 0.77175 -0.46130
4 C -2.02540 2.34189 -0.02935
5 C -1.66855 2.32253 1.60474
6 N -1.52572 2.29153 2.91140
7 C -0.67065 3.00108 -0.74318
8 C -0.51805 2.63077 -2.33265
9 C 0.67386 1.49502 -2.62667
10 N 0.29619 0.63715 -3.83878
11 C -3.36715 3.27073 -0.17979
12 C -4.20121 3.07337 -1.57698
13 C -5.36707 1.87715 -1.48876
14 C -5.67661 1.00190 -0.13634
15 C -6.78473 -0.22147 -0.01208
16 C -7.65198 -0.59494 -1.35267
17 C -7.38573 0.30020 -2.70098
18 C -6.28549 1.52609 -2.83679
19 H -1.12587 0.38493 -0.77535
20 H -2.89748 0.58522 -1.38989
21 H -0.61538 4.14539 -0.49442
22 H 0.24439 2.47829 -0.18275
23 H -1.50063 2.24769 -2.84221
24 H -0.12126 3.61820 -2.87221
25 H 1.73658 2.00274 -2.77683
26 H 0.80810 0.74437 -1.72440
27 H -0.03616 1.31491 -4.56268
28 H 1.11564 0.08161 -4.17224
29 H -4.08892 3.19051 0.76251
30 H -2.99008 4.40279 -0.17344
31 H -3.53693 2.96343 -2.54101
32 H -4.82300 4.08026 -1.73570
33 H -5.06971 1.24555 0.84867
34 H -6.94729 -0.84683 0.99074
35 H -8.41529 -1.48221 -1.28671
36 H -8.01872 0.04306 -3.67286
37 H -6.12918 2.14155 -3.82060
38 C 2.78472 -2.80147 -3.20304
39 Cl 3.51621 -4.36144 -3.65700
40 Cl 1.19442 -3.08738 -2.45208
41 Cl 3.84659 -1.96242 -2.04418
42 Cl 2.58161 -1.79472 -4.65894
43 C -5.31530 -2.21576 -5.03161
44 Cl -5.51765 -1.98923 -6.78728
45 Cl -3.64728 -2.74012 -4.68879
46 Cl -5.63846 -0.67725 -4.19310
47 Cl -6.45775 -3.45650 -4.45732
48 C 5.48473 -4.64768 0.90455
49 Cl 4.13792 -4.39691 2.04380
50 Cl 4.86607 -4.60187 -0.76575
51 Cl 6.69641 -3.36008 1.12468
52 Cl 6.23843 -6.23189 1.21546
53 C 9.98472 -5.64577 2.48530
54 Cl 9.38530 -4.03103 2.94137
55 Cl 9.02339 -6.89330 3.31852
56 Cl 9.83468 -5.85901 0.72276
57 Cl 11.69548 -5.79971 2.95866
58 C -10.71528 2.40162 -1.49888
59 Cl -11.77016 1.33268 -0.54009
60 Cl -11.53421 2.83451 -3.02095
61 Cl -10.36738 3.88161 -0.56983
62 Cl -9.18941 1.55761 -1.86470
63 C 5.42983 0.66285 2.22042
64 Cl 6.90892 -0.00917 2.95211
65 Cl 5.79568 2.24550 1.48822
66 Cl 4.83101 -0.44894 0.96349
67 Cl 4.18378 0.86407 3.47793
68 C 15.32983 -4.60730 1.65177
69 Cl 15.87221 -4.58414 3.34881
70 Cl 16.63932 -4.00979 0.60155
71 Cl 14.90852 -6.27455 1.18560
72 Cl 13.89933 -3.56064 1.47115
73 C -1.77017 7.43437 -0.50657
74 Cl -0.29108 6.76235 0.22512
75 Cl -1.40432 9.01702 -1.23877
76 Cl -2.36899 6.32258 -1.76350
77 Cl -3.01622 7.63559 0.75094
78 C 8.42983 -8.14226 7.42980
79 Cl 8.97221 -8.11910 9.12684
80 Cl 9.73932 -7.54475 6.37958
81 Cl 8.00852 -9.80951 6.96363
82 Cl 6.99933 -7.09560 7.24918
83 C 7.52984 0.73337 7.11153
84 Cl 8.25860 -0.77183 6.49675
85 Cl 6.12506 1.16734 6.10506
86 Cl 7.00191 0.49275 8.79615
87 Cl 8.73380 2.04520 7.04808
88 C -14.67015 5.18854 -2.47126
89 Cl -16.05627 4.38900 -1.68762
90 Cl -13.17753 4.79776 -1.58014
91 Cl -14.52598 4.61489 -4.15194
92 Cl -14.92085 6.95250 -2.46525

Values from the calculation:
HOMO energy in eV: -8.4
F_max in eV/A: 12.50
2S+1: 1

***

No. 3
This record from the Open Molecules 2025 dataset describes C26H19CrNO2S5 as an isolated structure at a distorted geometry. The level of theory is ωB97M-V/def2-TZVPD.

Atoms and positions in Å:
1 Cr -0.26975 -0.73450 -0.52106
2 S -1.48890 -1.99639 -2.05994
3 C -1.43514 -0.91508 -3.42534
4 C -1.67872 -1.41050 -4.71616
5 C -1.58195 -0.60360 -5.83234
6 C -1.26132 0.74508 -5.70646
7 C -1.07281 1.27364 -4.44238
8 C -1.14651 0.45639 -3.32016
9 S -1.01412 1.18359 -1.69842
10 C 0.69030 1.88604 -1.68455
11 C 1.32478 1.64653 -0.34268
12 C 2.30379 2.48724 0.15016
13 C 2.89786 2.19799 1.36909
14 C 2.45471 1.09845 2.08484
15 C 1.44201 0.32221 1.55604
16 C 0.84840 -0.84130 2.27452
17 S 0.67838 -2.26460 1.11536
18 C 2.39490 -2.36888 0.62870
19 C 3.28602 -2.92878 1.53797
20 C 4.63493 -3.00977 1.24475
21 C 5.08469 -2.52562 0.01942
22 C 4.20088 -1.97905 -0.88840
23 C 2.82456 -1.89112 -0.61729
24 S 1.74671 -1.26833 -1.82631
25 N 0.92948 0.56186 0.33996
26 H -1.93356 -2.45837 -4.81091
27 H -1.75369 -1.02515 -6.81542
28 H -1.18223 1.37848 -6.58064
29 H -0.86505 2.32948 -4.31017
30 H 0.65050 2.95262 -1.89849
31 H 1.24191 1.36043 -2.46487
32 H 2.61142 3.34816 -0.42747
33 H 3.67750 2.83573 1.76314
34 H 2.87739 0.85481 3.04923
35 H -0.18119 -0.60081 2.54921
36 H 1.42323 -1.13872 3.14854
37 H 2.89961 -3.30139 2.47989
38 H 5.32250 -3.45301 1.95311
39 H 6.13918 -2.57843 -0.22407
40 H 4.55068 -1.60289 -1.84154
41 O -3.59078 -0.35535 -0.09487
42 C -2.83840 -0.06975 0.82134
43 O -1.55555 -0.34526 0.84382
44 C -3.37494 0.54717 2.08735
45 C -4.60208 0.05122 2.52009
46 C -5.21092 0.51848 3.66944
47 C -4.58684 1.52400 4.39728
48 C -3.37491 2.03990 3.98519
49 C -2.72022 1.57934 2.82418
50 S -1.23356 2.36346 2.37156
51 H -5.07091 -0.72566 1.92708
52 H -6.15724 0.10459 3.99726
53 H -5.06295 1.92135 5.28812
54 H -2.89211 2.82410 4.55333

Values from the calculation:
HOMO energy (alpha / beta) in eV: -3.3 / -3.3
Energy relative to the best compared isomer or geometry (same formula, charge and spin) in kJ/mol: 36.91
F_max in eV/A: 2.08
Charge: -1
2S+1: 2

***

Asked for total energy across the records above, the calculation gives -156217.290; -582707.197; -115457.050 eV in order.